A structure of composition C33H22BrF4N8PSSeV in a non-equilibrium geometry, computed with ωB97M-V/def2-TZVPD.

The geometry in ORCA input format:
```
! wB97M-V def2-TZVPD RIJCOSX def2/J DEFGRID3
* xyz 2 4
V 1.13 -0.68 1.41
F -4.30 -4.73 3.70
C -3.52 -4.19 2.77
C -3.85 -4.04 1.45
F -4.91 -4.48 0.95
C -2.98 -3.37 0.60
F -3.34 -3.22 -0.68
C -1.77 -2.82 1.02
P -0.82 -1.62 0.01
C -0.48 -2.28 -1.63
C -1.44 -2.24 -2.65
C -1.20 -2.75 -3.91
C 0.06 -3.31 -4.17
C 1.02 -3.27 -3.21
C 0.78 -2.74 -1.96
C -2.00 -0.22 -0.16
C -1.82 0.59 -1.28
C -2.69 1.62 -1.54
C -3.78 1.88 -0.71
C -3.82 1.19 0.45
C -2.96 0.13 0.73
C -1.37 -3.12 2.31
Br 0.42 -2.74 2.93
C -2.22 -3.84 3.14
F -1.89 -4.12 4.39
H -2.44 -1.76 -2.49
H -1.89 -2.73 -4.76
H 0.35 -3.66 -5.17
H 1.92 -3.80 -3.44
H 1.64 -2.68 -1.24
H -1.06 0.39 -2.02
H -2.57 2.28 -2.37
H -4.45 2.59 -1.16
H -4.58 1.32 1.23
H -3.03 -0.24 1.71
C 6.23 1.24 -1.82
C 5.51 1.06 -0.55
N 4.92 2.03 0.11
N 4.24 1.40 1.04
C 4.29 0.07 0.97
S 3.56 -1.10 1.96
N 5.19 -0.15 0.00
N 5.19 -1.37 -0.73
H 6.66 2.20 -1.89
H 5.52 1.03 -2.70
H 7.07 0.55 -1.78
H 3.55 1.93 1.57
H 5.80 -2.09 -0.29
H 5.71 -1.21 -1.60
Se -2.22 6.15 0.29
N -2.20 5.04 1.71
C -1.47 4.04 1.35
C -1.24 2.82 2.11
C -1.86 2.62 3.36
C -1.59 1.48 4.14
C -0.71 0.52 3.64
N -0.12 0.70 2.48
C -0.38 1.80 1.70
C 0.21 1.87 0.42
N 1.08 0.91 0.00
C 1.57 1.00 -1.19
C 1.38 2.13 -2.08
C 0.57 3.11 -1.65
C 0.01 3.01 -0.37
C -0.85 4.09 0.10
N -1.15 5.14 -0.66
H -2.59 3.36 3.70
H -2.03 1.36 5.11
H -0.58 -0.47 4.08
H 2.17 0.21 -1.64
H 2.02 2.15 -2.93
H 0.40 4.00 -2.18
*
```

Output
- Relative energy (zero: lowest compared OMol25 entry of this formula, charge and spin): 17.9 kcal per mole
- Highest occupied orbital energy (spin up / spin down): -13.55 / -14.01 eV
- Gap between HOMO and LUMO (spin up / spin down): 7.4 / 7.8 eV
- Molecular weight: 879.4 g mol⁻¹

***

A structure of composition C33H23Br2IN4O2Pt in a non-equilibrium geometry, computed with ωB97M-V/def2-TZVPD.

The geometry in ORCA input format:
```
! wB97M-V def2-TZVPD RIJCOSX def2/J DEFGRID3
* xyz 2 1
Pt -1.02 -0.81 -1.20
I -1.79 -3.39 -0.87
C 0.17 -3.95 -0.49
C 0.47 -5.25 -0.28
C 1.83 -5.60 -0.05
C 2.78 -4.64 -0.06
C 2.46 -3.27 -0.29
C 3.47 -2.28 -0.32
C 3.16 -0.98 -0.53
C 1.82 -0.59 -0.72
C 0.83 -1.52 -0.70
C 1.10 -2.90 -0.50
H -0.29 -6.02 -0.29
H 2.09 -6.64 0.13
H 3.82 -4.90 0.10
H 4.50 -2.59 -0.17
H 3.94 -0.22 -0.57
H 1.60 0.46 -0.89
C -4.95 0.25 2.75
C -4.66 0.00 1.29
C -5.65 -0.04 0.32
C -5.35 -0.28 -1.01
C -4.02 -0.48 -1.33
Br -3.50 -0.87 -3.09
N -3.04 -0.43 -0.42
C -3.36 -0.20 0.86
H -6.02 0.35 2.92
H -4.46 1.16 3.09
H -4.59 -0.58 3.36
H -6.69 0.12 0.61
H -6.11 -0.32 -1.77
H -2.53 -0.17 1.56
Br -1.28 3.44 -4.26
C 0.20 2.44 -4.88
C 0.95 3.01 -5.89
C 2.04 2.32 -6.41
C 2.40 1.08 -5.92
C 1.65 0.51 -4.91
C 0.54 1.18 -4.37
C -0.15 0.50 -3.29
O 0.11 -0.71 -2.99
O -1.02 1.05 -2.53
H 0.67 3.97 -6.29
H 2.62 2.78 -7.20
H 3.26 0.55 -6.32
H 1.91 -0.47 -4.52
N 3.11 2.07 8.22
C 2.65 1.99 7.17
C 2.07 1.88 5.85
C 1.67 0.64 5.36
C 1.12 0.54 4.10
C 0.96 1.68 3.32
C 1.36 2.92 3.79
C 1.92 3.02 5.06
N 0.38 1.57 2.00
C 0.13 2.61 1.12
C -0.43 2.07 0.02
N -0.55 0.71 0.22
C -0.04 0.45 1.41
H 1.80 -0.24 5.98
H 0.82 -0.44 3.75
H 1.25 3.81 3.20
H 2.23 3.98 5.43
H 0.37 3.64 1.34
H -0.77 2.56 -0.88
H 0.03 -0.53 1.85
*
```

Output
- Relative energy (zero: lowest compared OMol25 entry of this formula, charge and spin): 98.5 kcal per mole
- Highest occupied orbital energy (spin up / spin down): -13.86 / -13.83 eV
- Gap between HOMO and LUMO (spin up / spin down): 5.4 / 5.6 eV
- Molecular weight: 989.4 g mol⁻¹

***

A structure of composition C33H23BrN6OTa in a non-equilibrium geometry, computed with ωB97M-V/def2-TZVPD.

The geometry in ORCA input format:
```
! wB97M-V def2-TZVPD RIJCOSX def2/J DEFGRID3
* xyz 3 1
Ta -0.03 0.15 -0.40
Br -6.71 -0.44 3.08
C -5.20 -0.30 1.97
C -5.24 -0.78 0.66
C -4.13 -0.69 -0.16
C -2.95 -0.15 0.32
O -1.83 -0.08 -0.43
C -2.90 0.37 1.64
C -1.75 1.04 2.14
N -0.60 1.16 1.53
C 0.45 1.94 2.09
C 0.28 3.02 2.93
C 1.39 3.70 3.45
C 2.66 3.27 3.17
C 2.87 2.17 2.31
C 4.14 1.63 2.03
C 4.25 0.55 1.19
C 3.10 0.05 0.57
N 1.89 0.53 0.81
C 1.75 1.54 1.72
C -4.04 0.28 2.45
H -6.15 -1.22 0.28
H -4.15 -1.06 -1.18
H -1.87 1.51 3.12
H -0.72 3.36 3.19
H 1.24 4.56 4.08
H 3.52 3.77 3.60
H 5.02 2.06 2.49
H 5.21 0.09 0.97
H 3.18 -0.77 -0.13
H -4.02 0.66 3.46
C -2.48 -4.49 0.74
C -2.07 -4.60 -0.59
C -1.09 -3.77 -1.09
C -0.51 -2.80 -0.26
C -0.93 -2.69 1.07
C -1.91 -3.54 1.57
N 0.41 -1.84 -0.74
C 1.37 -2.18 -1.67
C 1.89 -3.47 -1.89
C 2.84 -3.66 -2.86
C 3.32 -2.60 -3.66
C 2.87 -1.33 -3.45
C 1.89 -1.11 -2.46
N 1.31 0.09 -2.17
N 1.59 1.13 -2.83
C 0.88 2.24 -2.45
C 1.00 3.40 -3.20
C 0.20 4.48 -2.89
C -0.69 4.38 -1.82
C -0.73 3.22 -1.08
N 0.06 2.16 -1.36
H -3.23 -5.17 1.13
H -2.52 -5.35 -1.23
H -0.80 -3.83 -2.13
H -0.41 -2.01 1.74
H -2.20 -3.48 2.61
H 1.55 -4.29 -1.26
H 3.24 -4.66 -3.02
H 4.06 -2.80 -4.42
H 3.24 -0.49 -4.03
H 1.70 3.41 -4.03
H 0.26 5.40 -3.46
H -1.35 5.20 -1.56
H -1.38 3.12 -0.23
*
```

Output
- Relative energy (zero: lowest compared OMol25 entry of this formula, charge and spin): 7.6 kcal per mole
- Highest occupied orbital energy: -16.37 eV
- Gap between HOMO and LUMO: 5.3 eV
- Molecular weight: 780.4 g mol⁻¹

***

A structure of composition C33H24AsAuBrF5N6O4S2, computed with ωB97M-V/def2-TZVPD.

The geometry in ORCA input format:
```
! wB97M-V def2-TZVPD RIJCOSX def2/J DEFGRID3
* xyz 0 1
Au -0.47 0.02 0.11
Br 0.51 -6.35 5.76
C 1.58 -4.81 5.87
C 1.38 -3.92 6.91
C 2.16 -2.78 6.99
C 3.07 -2.49 5.99
C 3.30 -3.40 4.96
C 2.57 -4.58 4.92
N 3.86 -1.30 6.18
N 4.05 -0.40 5.34
C 3.35 -0.26 4.08
C 4.09 -0.12 2.94
C 3.49 -0.01 1.67
C 2.12 0.00 1.53
O 1.57 -0.01 0.31
C 1.32 -0.03 2.73
N -0.03 0.02 2.59
C -0.79 0.05 3.65
C -0.27 0.07 4.96
C 1.08 -0.02 5.13
C 1.93 -0.13 4.00
H 0.64 -4.14 7.67
H 2.05 -2.10 7.82
H 4.07 -3.22 4.23
H 2.79 -5.34 4.18
H 5.17 -0.15 3.02
H 4.10 0.04 0.79
H -1.86 0.07 3.49
H -0.93 0.14 5.81
H 1.51 0.00 6.12
C 0.68 4.27 -2.42
As 0.61 2.42 -1.89
C 2.42 1.78 -1.96
C -0.30 1.52 -3.33
S -0.26 2.37 0.08
H 1.07 4.33 -3.44
H 1.34 4.81 -1.74
H -0.32 4.68 -2.37
H 2.82 2.03 -2.94
H 2.44 0.71 -1.77
H 3.00 2.28 -1.18
H 0.43 1.47 -4.15
H -1.16 2.10 -3.64
H -0.60 0.53 -3.03
F -2.70 1.77 -1.66
C -3.27 0.85 -0.84
C -2.49 -0.01 -0.09
C -3.20 -0.91 0.70
F -2.55 -1.75 1.53
C -4.58 -0.98 0.72
F -5.20 -1.86 1.50
C -5.31 -0.10 -0.06
F -6.64 -0.15 -0.05
C -4.65 0.82 -0.84
F -5.34 1.66 -1.61
O 2.12 -9.74 2.25
S 2.50 -8.54 1.56
O 2.75 -7.39 2.42
O 3.45 -8.69 0.48
C 1.00 -8.05 0.64
N 0.20 -8.98 0.12
C -0.84 -8.54 -0.57
C -1.12 -7.19 -0.77
C -0.23 -6.32 -0.18
N 0.83 -6.74 0.50
C -0.34 -4.83 -0.21
C -1.14 -4.10 -1.09
C -1.13 -2.73 -1.02
N -0.36 -2.06 -0.15
C 0.40 -2.75 0.71
C 0.44 -4.12 0.69
H -1.49 -9.30 -0.99
H -2.00 -6.88 -1.31
H -1.75 -4.59 -1.83
H -1.73 -2.13 -1.69
H 1.00 -2.19 1.40
H 1.07 -4.66 1.37
*
```

Output
- Relative energy (zero: lowest compared OMol25 entry of this formula, charge and spin): 1.8 kcal per mole
- Highest occupied orbital energy: -7.35 eV
- Gap between HOMO and LUMO: 5.2 eV
- Molecular weight: 1079.5 g mol⁻¹

***

A cluster of 3 separate species, C33H24Cl2FN5O8 in total in a non-equilibrium geometry, computed with ωB97M-V/def2-TZVPD.

The geometry in ORCA input format:
```
! wB97M-V def2-TZVPD RIJCOSX def2/J DEFGRID3
* xyz 0 1
C -0.20 1.25 4.59
C -0.41 0.16 4.10
C -0.61 -1.07 3.17
C -1.36 -0.69 1.84
C -1.34 0.69 1.24
C -2.05 0.99 -0.05
C -1.97 2.43 -0.61
C -2.76 3.55 -0.04
C -2.66 4.88 -0.64
N -1.89 5.35 -1.69
C -1.18 4.27 -2.18
C -1.16 2.87 -1.77
C -2.82 -0.07 -0.80
C -3.52 0.24 -2.17
Cl -3.12 -1.00 -3.47
C -5.10 0.35 -2.10
C -5.69 0.63 -0.65
Cl -5.56 1.83 -3.12
C -2.85 -1.41 -0.17
C -2.14 -1.72 1.13
C -2.42 -3.23 1.47
O -2.24 -3.80 2.51
N -3.00 -3.76 0.24
C -2.20 -4.81 -0.41
O -2.75 -5.72 -0.95
N -0.74 -4.65 -0.28
C -0.15 -4.16 -1.51
O -0.51 -4.49 -2.60
F 0.92 -3.28 -1.36
C -3.55 -2.72 -0.64
O -4.38 -2.94 -1.48
H 0.03 2.15 5.20
H 0.36 -1.64 2.99
H -1.32 -1.76 3.73
H -0.76 1.49 1.76
H -3.43 3.38 0.84
H -3.32 5.68 -0.18
H -0.50 4.53 -3.05
H -0.53 2.12 -2.32
H -3.11 1.21 -2.55
H -5.60 -0.53 -2.59
H -6.05 -0.34 -0.20
H -5.02 1.23 0.02
H -6.62 1.26 -0.81
H -0.34 -5.56 -0.03
O 2.43 3.87 2.25
N 2.11 3.75 1.08
O 1.22 3.02 0.68
C 2.85 4.53 0.08
C 3.89 5.35 0.50
C 4.60 6.08 -0.45
C 4.27 5.98 -1.80
C 3.21 5.17 -2.20
C 2.50 4.44 -1.26
H 4.17 5.43 1.54
H 5.43 6.71 -0.14
H 4.83 6.54 -2.54
H 2.95 5.10 -3.25
H 1.68 3.81 -1.58
O 2.02 -3.31 2.69
N 2.49 -4.41 2.44
O 2.12 -5.45 2.94
C 3.59 -4.47 1.47
C 4.07 -3.29 0.90
C 5.12 -3.35 0.00
C 5.69 -4.58 -0.33
C 5.19 -5.75 0.23
C 4.14 -5.70 1.13
H 3.64 -2.33 1.16
H 5.51 -2.44 -0.44
H 6.51 -4.62 -1.03
H 5.63 -6.70 -0.04
H 3.77 -6.62 1.57
*
```

Output
- Structure (SMILES): C#CCc1cc(-c2ccncc2)c([C@@H](Cl)[C@@H](C)Cl)c2c1C(=O)N(C(=O)NC(=O)F)C2=O.O=[N+]([O-])c1ccccc1.O=[N+]([O-])c1ccccc1
- Highest occupied orbital energy: -9.63 eV
- Gap between HOMO and LUMO: 8.6 eV
- Molecular weight: 708.5 g mol⁻¹

***

A structure of composition C33H24Cl2IrNO2P, computed with ωB97M-V/def2-TZVPD.

The geometry in ORCA input format:
```
! wB97M-V def2-TZVPD RIJCOSX def2/J DEFGRID3
* xyz 1 1
Ir -1.26 0.12 0.73
Cl -6.96 0.30 -3.91
C -5.68 -0.05 -2.81
C -5.49 -1.37 -2.38
C -4.48 -1.68 -1.51
Cl -4.26 -3.31 -0.99
C -3.60 -0.69 -1.01
O -2.66 -1.04 -0.19
C -3.82 0.64 -1.46
C -3.01 1.72 -1.01
O -2.04 1.71 -0.23
C -4.86 0.94 -2.36
H -6.15 -2.15 -2.75
H -3.26 2.71 -1.40
H -5.01 1.97 -2.68
C -1.06 0.53 2.75
C -0.71 -0.91 2.78
C -1.66 -1.88 2.42
C -1.28 -3.22 2.25
C 0.03 -3.58 2.51
C 0.98 -2.63 2.94
C 0.62 -1.32 3.04
C 0.44 -4.94 2.31
N 0.78 -6.02 2.12
H -0.35 1.16 3.25
H -2.08 0.76 3.07
H -2.69 -1.60 2.28
H -2.00 -3.96 1.94
H 1.99 -2.95 3.14
H 1.35 -0.57 3.32
C 0.49 2.37 -4.11
C 0.20 3.18 -3.02
C 0.30 2.67 -1.73
C 0.69 1.35 -1.53
C 0.99 0.54 -2.62
C 0.89 1.05 -3.91
P 0.80 0.76 0.19
C 1.73 -0.80 0.13
C 1.09 -1.94 -0.37
C 1.75 -3.16 -0.38
C 3.05 -3.26 0.10
C 3.69 -2.13 0.59
C 3.03 -0.90 0.61
C 1.95 1.99 0.89
C 1.76 2.65 2.10
C 2.70 3.55 2.57
C 3.84 3.81 1.83
C 4.03 3.18 0.61
C 3.09 2.28 0.14
H 0.42 2.76 -5.11
H -0.09 4.21 -3.17
H 0.09 3.32 -0.89
H 1.31 -0.48 -2.48
H 1.13 0.42 -4.75
H 0.08 -1.89 -0.75
H 1.25 -4.04 -0.77
H 3.56 -4.21 0.10
H 4.70 -2.20 0.97
H 3.54 -0.03 1.00
H 0.86 2.48 2.68
H 2.53 4.06 3.51
H 4.57 4.52 2.20
H 4.92 3.39 0.03
H 3.25 1.80 -0.82
*
```

Output
- Relative energy (zero: lowest compared OMol25 entry of this formula, charge and spin): 17.8 kcal per mole
- Highest occupied orbital energy: -11.28 eV
- Gap between HOMO and LUMO: 7.5 eV
- Molecular weight: 760.7 g mol⁻¹

***

A structure of composition C33H24CrO4 in a non-equilibrium geometry, computed with ωB97M-V/def2-TZVPD.

The geometry in ORCA input format:
```
! wB97M-V def2-TZVPD RIJCOSX def2/J DEFGRID3
* xyz 1 4
C 2.76 -1.32 -3.23
C 1.41 -0.72 -2.90
C 0.32 -1.64 -2.93
C -1.05 -1.28 -2.96
C -1.51 0.07 -3.08
C -2.87 0.36 -3.15
C -3.81 -0.68 -3.06
C -3.39 -2.01 -2.92
C -2.04 -2.31 -2.88
O 1.32 0.49 -2.59
H 2.64 -2.17 -3.91
H 3.40 -0.56 -3.69
H 3.24 -1.68 -2.31
H 0.57 -2.70 -2.98
H -0.76 0.85 -3.10
H -3.19 1.39 -3.27
H -4.88 -0.45 -3.11
H -4.12 -2.82 -2.85
H -1.69 -3.34 -2.75
O -0.24 3.99 5.42
C -0.23 3.92 4.26
Cr 0.15 3.79 2.39
C 1.05 2.21 2.94
O 1.66 1.32 3.40
C 1.78 4.63 2.91
O 2.75 5.03 3.41
C -0.99 5.38 1.45
C -1.88 4.40 1.91
C -1.66 3.05 1.60
C -0.65 2.69 0.67
C -0.41 1.29 0.37
C -0.01 0.13 0.43
C 0.37 -1.21 0.55
C 1.82 -1.44 0.58
C 2.66 -0.39 0.15
C 4.05 -0.44 0.28
C 4.65 -1.58 0.81
C 3.85 -2.67 1.18
C 2.46 -2.61 1.05
C -0.71 -2.15 0.77
C -2.03 -1.72 0.45
C -3.14 -2.54 0.64
C -2.99 -3.81 1.19
C -1.70 -4.26 1.52
C -0.59 -3.45 1.32
C 0.28 3.68 0.28
C 0.07 5.02 0.61
H -1.12 6.42 1.76
H -2.72 4.67 2.55
H -2.25 2.26 2.07
H 2.21 0.50 -0.29
H 4.66 0.41 -0.04
H 5.73 -1.64 0.92
H 4.30 -3.58 1.56
H 1.88 -3.48 1.33
H -2.17 -0.73 0.03
H -4.13 -2.18 0.34
H -3.85 -4.45 1.36
H -1.56 -5.26 1.94
H 0.38 -3.81 1.64
H 1.15 3.36 -0.29
H 0.77 5.78 0.25
*
```

Output
- Relative energy (zero: lowest compared OMol25 entry of this formula, charge and spin): 0.0 kcal per mole
- Highest occupied orbital energy (spin up / spin down): -9.57 / -11.39 eV
- Gap between HOMO and LUMO (spin up / spin down): 6.3 / 5.7 eV
- Molecular weight: 536.5 g mol⁻¹

***

Calculated values (eV) of energy for the records, taken in order: -238555.189; -196065.171; -117154.378; -221568.117; -86192.822; -77362.299; -71211.884.